16
Properties=species:S:1:pos:R:3:nbo_charge:R:1 method="wB97M-V/def2-TZVPD" e_tot_ev=-18663.764 lumo_energy_ev=0.71 total_charge=0 homo_energy_ev=-9.6463 gap_ev=10.4 relative_energy_ev=3.762
H 2.854 0.859 1.119 -0.009
H -3.752 -0.486 0.526 0.211
H 1.654 -0.952 0.771 0.232
H -2.036 1.375 0.649 0.150
H 1.684 -0.962 -1.072 0.227
C -1.860 0.300 0.093 0.156
N -0.720 -0.192 -0.208 -0.446
O 4.316 -0.723 0.271 -0.963
H 0.466 1.071 0.905 0.191
C -2.990 -0.590 -0.300 -0.662
C 0.518 0.598 -0.044 -0.257
C 1.732 -0.351 -0.169 -0.617
S 3.433 0.351 -0.157 1.119
H -3.281 -0.203 -1.286 0.234
H 0.564 1.478 -0.839 0.193
H -2.580 -1.571 -0.260 0.242

12
Properties=species:S:1:pos:R:3:mulliken_spin:R:1 method="wB97M-V/def2-TZVPD" multiplicity=3 e_tot_ev=-16999.436 lumo_energy_ev="-9.34 / -13.49" total_charge=+2 homo_energy_ev="-17.0659 / -21.8568" gap_ev="7.7 / 8.4" relative_energy_ev=0.000 s_squared=2.021
H 0.491 -2.952 -0.028 -0.016
C 2.073 -0.173 -0.785 0.380
H -1.301 -2.469 0.468 -0.016
N 1.117 -0.572 -0.264 -0.081
H -1.356 2.452 1.123 0.054
H -1.377 2.593 -0.514 0.089
H 2.979 0.097 -1.247 0.009
N -0.267 -2.292 0.161 0.438
C -0.901 1.895 0.318 -0.023
H 0.147 2.167 0.341 0.003
C -0.137 -0.995 0.096 0.337
S -1.468 0.247 0.331 0.826

105
Properties=species:S:1:pos:R:3:lowdin_charge:R:1 method="wB97M-V/def2-TZVPD" e_tot_ev=-79750.268 lumo_energy_ev=-8.84 total_charge=+2 homo_energy_ev=-13.0050 gap_ev=4.2
C 0.379 -3.483 -2.506 -0.227
C 3.015 0.300 -2.103 -0.499
H -1.007 0.220 2.548 0.051
H 4.537 1.029 -3.431 0.097
H 3.334 -0.540 2.959 0.096
H 3.451 -0.704 -2.021 0.085
C -0.475 -2.583 -3.143 -0.138
C -1.266 -6.314 2.103 -0.068
H -4.719 1.955 -0.408 0.120
H -0.594 4.504 -1.333 0.130
N -0.178 2.064 -0.246 -0.079
C -0.884 -2.776 -4.455 -0.073
H -2.167 1.564 2.541 0.081
H 5.601 -2.855 -2.211 0.114
C -0.106 -6.680 1.435 -0.064
H -3.900 -0.574 -3.406 0.101
H 3.700 2.311 -2.564 0.082
Si 0.838 -3.262 -0.715 0.519
C 0.040 -4.476 0.444 -0.230
C -3.506 -0.616 -1.294 -0.513
C 4.865 0.036 0.721 -0.077
C -2.062 0.482 2.645 -0.105
C -1.493 3.963 -1.070 0.013
C -0.437 -3.888 -5.155 -0.065
H 1.755 -0.100 2.315 0.058
C -5.244 4.464 -1.245 -0.009
C 4.326 5.350 0.933 -0.009
C 3.291 3.181 0.178 -0.007
H 0.294 -7.678 1.553 0.112
H -6.021 3.991 -0.647 0.093
H -0.251 4.528 0.873 0.128
C 4.111 1.305 -2.466 -0.087
Pt 0.028 0.140 -0.246 1.063
C 0.543 -5.767 0.617 -0.087
H 4.294 2.815 0.012 0.109
H -2.787 5.530 -1.706 0.137
C 3.133 4.493 0.648 -0.200
H -2.683 -4.747 2.472 0.104
H 6.530 -3.288 0.038 0.115
C 0.906 2.878 0.093 -0.256
C -3.803 2.513 -0.564 -0.012
C -3.907 3.837 -1.008 -0.201
C 0.419 -4.793 -4.541 -0.061
H 3.008 1.137 2.522 0.082
H -2.183 -0.583 -3.027 0.045
C 2.687 -3.363 -0.526 -0.244
H -4.698 -0.267 2.848 0.096
C -1.125 -4.130 1.126 -0.101
C 1.839 4.949 0.901 0.018
H -1.769 -7.027 2.744 0.111
H -5.226 5.530 -1.022 0.097
H -4.630 1.098 1.747 0.076
H 4.654 5.196 1.964 0.110
H -2.755 -1.330 1.731 0.100
H 5.162 5.098 0.282 0.095
H 1.452 -6.070 0.108 0.108
C 5.459 -3.300 -0.116 -0.074
C -4.418 0.032 1.838 -0.083
H 1.697 5.935 1.325 0.137
H 0.772 -5.659 -5.085 0.113
C 2.826 0.099 2.237 -0.084
C 2.209 2.361 -0.067 -0.240
H -5.057 -0.517 1.147 0.078
H 5.260 -0.263 -0.248 0.068
H 2.581 -3.861 1.570 0.113
C 4.937 -3.053 -1.379 -0.075
C -1.405 2.662 -0.549 -0.262
C -2.933 -0.257 1.628 -0.524
H 4.924 1.331 -1.744 0.063
H 2.359 0.084 -4.139 0.097
H 1.495 -5.309 -2.770 0.111
C -3.149 -0.186 -2.718 -0.081
H -4.421 -2.473 -1.841 0.099
C -2.728 4.531 -1.293 0.018
H -2.718 -2.647 -1.434 0.072
H 3.168 -2.907 -2.576 0.107
H 1.171 -0.485 -2.972 0.040
O 0.290 -1.745 -0.282 -0.562
C 3.234 -3.621 0.738 -0.102
C -1.778 -5.033 1.950 -0.075
C 3.363 -0.207 0.839 -0.508
C 4.606 -3.586 0.944 -0.070
H -2.378 0.217 3.654 0.094
C 3.562 -3.082 -1.579 -0.110
C -3.639 -2.132 -1.161 -0.072
H -1.549 -2.068 -4.933 0.103
H -3.925 -2.439 -0.155 0.076
H 4.093 6.406 0.818 0.096
P -2.350 0.120 -0.069 0.994
H -0.818 -1.713 -2.598 0.038
H -0.752 -4.049 -6.177 0.111
H 5.361 -0.581 1.472 0.093
H -1.522 -3.134 1.003 0.062
P 2.311 0.580 -0.429 1.005
H 3.184 -1.267 0.633 0.071
C 0.738 4.165 0.631 0.015
H 1.415 1.257 -3.225 0.081
H -5.523 4.358 -2.296 0.110
C -2.580 1.906 -0.366 -0.259
C 0.825 -4.590 -3.231 -0.081
H 5.144 1.071 0.920 0.072
H 5.014 -3.801 1.924 0.114
H -3.125 0.898 -2.832 0.074
H -4.470 -0.166 -1.031 0.101
C 1.916 0.286 -3.163 -0.100

37
Properties=species:S:1:pos:R:3:nbo_charge:R:1 method="wB97M-V/def2-TZVPD" e_tot_ev=-19867.122 lumo_energy_ev=0.25 total_charge=0 homo_energy_ev=-6.3997 gap_ev=6.7 relative_energy_ev=4.072
H 1.439 -0.021 0.648 0.217
H 2.733 0.104 -1.087 0.215
C -1.278 2.140 2.570 -0.211
C -0.603 1.199 0.250 0.190
H 1.889 -2.051 -3.391 0.214
C 0.336 -0.095 0.444 -0.535
C -0.343 4.257 3.365 -0.239
H 0.028 1.504 -0.662 0.047
N 1.113 -1.122 -1.687 -0.391
O -1.822 0.949 -0.084 -0.876
H -1.731 -3.394 0.618 0.200
C 0.955 -1.990 -2.851 -0.212
H 0.930 5.187 1.942 0.197
H -0.334 5.096 4.073 0.211
C 0.507 -3.373 -2.495 -0.420
C 0.277 3.303 1.202 -0.223
C -1.179 3.151 3.533 -0.207
H -0.798 -2.275 1.589 0.215
H 0.173 -3.907 -3.398 0.233
H 0.778 3.368 0.249 0.204
H 2.558 -0.125 -2.820 0.211
H -1.753 3.120 4.447 0.201
H 1.438 0.963 -1.948 0.231
H -1.991 1.352 2.723 0.219
C -0.604 2.268 1.367 -0.023
H 0.033 -0.514 1.427 0.222
H -2.115 -1.640 0.622 0.260
H 0.232 -1.577 -3.563 0.206
C 0.314 -1.205 -0.620 0.623
C 0.340 4.318 2.147 -0.206
C -1.332 -2.389 0.652 -0.415
N -0.454 -2.271 -0.479 -0.366
H -1.533 -2.953 -2.129 0.208
C -0.646 -3.218 -1.554 -0.215
C 1.992 0.021 -1.889 -0.412
H -0.852 -4.166 -1.104 0.212
H 1.304 -4.018 -2.105 0.215

56
Properties=species:S:1:pos:R:3:nbo_charge:R:1 method="wB97M-V/def2-TZVPD" e_tot_ev=-112757.709 lumo_energy_ev=2.70 total_charge=-1 homo_energy_ev=-4.5580 gap_ev=7.3
C 3.845 -0.060 1.449 -0.682
C -5.574 0.802 -0.922 -0.077
H -2.378 2.974 0.352 0.233
H 0.333 -0.050 -1.133 0.225
C -6.206 -0.449 -0.347 -0.640
O -4.687 1.457 0.010 -0.727
H 4.262 0.941 1.553 0.212
H 1.111 4.447 -1.441 0.202
C 0.051 -3.143 1.743 -0.408
H 1.209 -3.703 -0.032 0.195
O 1.706 0.074 3.228 -0.751
C 1.318 0.317 2.083 0.764
C 1.021 -1.203 -2.850 -0.642
H -2.968 2.328 1.926 0.240
C -0.948 -2.430 0.849 -0.616
H -0.633 -1.392 0.781 0.249
C 1.200 3.369 -1.593 -0.634
O 2.324 0.254 -1.448 -0.417
H 3.851 -0.519 2.438 0.248
H 3.396 -2.788 0.763 0.156
H 3.325 3.797 -1.489 0.204
C 3.012 2.096 -0.296 -0.016
H 0.713 0.934 -2.550 0.153
H -1.937 -2.418 1.312 0.211
H -5.019 0.591 -1.837 0.201
O 0.231 0.785 1.661 -0.802
C 2.667 2.924 -1.528 -0.435
C 2.399 -0.018 0.962 0.315
H 2.942 2.341 -2.408 0.223
O 2.025 -1.301 0.474 -0.568
C 1.359 -3.540 1.042 -0.409
C 1.006 0.043 -1.979 -0.057
H 4.470 -0.634 0.758 0.196
H 2.019 -1.648 -2.798 0.222
H -6.965 -0.818 -1.039 0.204
H -6.678 -0.230 0.610 0.212
C -2.424 2.111 1.011 -0.917
H 1.725 -4.479 1.476 0.192
H 0.300 -1.941 -2.494 0.216
H 0.804 -0.984 -3.899 0.191
S -3.236 0.798 0.183 2.386
O -2.685 0.607 -1.129 -0.954
H 4.095 1.928 -0.247 0.178
O -3.328 -0.304 1.082 -0.939
H 0.625 2.855 -0.820 0.246
H -6.323 1.561 -1.145 0.182
H 0.302 -2.429 2.538 0.223
H -0.394 -4.011 2.244 0.180
N 2.224 0.905 -0.203 -0.230
H 0.740 3.133 -2.556 0.201
H -5.466 -1.230 -0.189 0.234
C 2.436 -2.465 1.193 -0.055
H -1.028 -2.862 -0.155 0.178
H 2.596 -2.244 2.253 0.192
H -1.425 1.730 1.249 0.344
Br 2.659 3.193 1.300 -0.035

54
Properties=species:S:1:pos:R:3:nbo_charge:R:1 method="wB97M-V/def2-TZVPD" e_tot_ev=-63801.111 lumo_energy_ev=-2.22 total_charge=+1 homo_energy_ev=-11.2851 gap_ev=9.1 relative_energy_ev=0.580
O 2.524 3.529 0.440 -0.740
H -5.120 0.665 1.715 0.228
H -3.400 3.666 -0.208 0.231
N 4.882 -2.385 0.064 -0.778
N -0.083 3.180 0.105 -0.487
C -1.928 -5.058 0.741 -0.182
H 0.369 -5.468 -1.715 0.220
H 3.448 3.751 0.591 0.486
H -0.295 -0.802 -1.779 0.350
H -0.216 6.535 0.086 0.225
N 3.534 -0.499 0.746 -0.490
C -0.179 -3.576 -0.854 -0.243
H -2.601 -5.629 1.367 0.224
C -5.202 -0.014 -0.320 -0.186
C 4.598 -1.088 0.187 0.620
H 5.775 -2.678 -0.289 0.405
H -2.642 6.061 -0.129 0.228
H 1.971 5.429 1.070 0.190
C -2.578 -0.775 0.019 -0.298
C -1.864 -3.684 0.886 -0.240
H 0.520 -2.989 -1.437 0.237
H 2.127 5.234 -0.676 0.189
C -1.131 -5.697 -0.206 -0.199
O 1.674 -0.722 1.877 -0.440
H -6.235 0.279 -0.456 0.227
H 6.134 1.512 0.380 0.364
C -0.259 -4.961 -0.992 -0.198
C -1.929 5.247 -0.067 -0.144
N 5.410 1.141 -0.225 -0.627
C -4.579 0.204 0.898 -0.208
C 1.791 4.744 0.240 -0.095
H -2.656 -1.486 -2.016 0.217
H -5.006 -0.784 -2.323 0.227
C -2.354 3.926 -0.110 -0.259
S -0.885 -1.197 0.272 1.099
H 4.184 -3.054 0.351 0.451
H 5.496 1.539 -1.152 0.366
N 5.542 -0.247 -0.300 -0.426
N 2.530 -1.326 1.244 0.625
C -0.581 5.515 0.055 -0.246
H -1.198 -6.771 -0.323 0.225
C -3.249 -0.175 1.071 -0.202
H 6.379 -0.649 -0.691 0.378
H -1.689 1.889 -0.071 0.201
H -2.487 -3.182 1.619 0.226
C -1.399 2.934 -0.024 0.051
C 0.310 4.452 0.135 0.191
O 2.449 -2.530 1.035 -0.421
H -2.745 -0.004 2.015 0.230
C -4.511 -0.613 -1.375 -0.212
C -3.194 -1.001 -1.208 -0.145
K 1.493 1.140 0.514 0.929
C -0.999 -2.959 0.071 -0.172
N 0.056 -0.569 -0.849 -1.202

10
Properties=species:S:1:pos:R:3:nbo_charge:R:1 method="wB97M-V/def2-TZVPD" e_tot_ev=-26649.536 lumo_energy_ev="-1.42 / -1.42" total_charge=0 homo_energy_ev="-9.0370 / -8.9830" gap_ev="7.6 / 7.6" relative_energy_ev=0.851
C -0.794 -0.740 0.099 -0.420
C 0.045 0.222 -0.274 -0.222
S -0.675 1.805 -0.345 0.605
O 2.780 1.352 -0.577 -0.469
H -0.513 -1.699 0.257 0.231
C 2.444 0.271 -0.488 0.432
N -2.120 1.178 0.195 -0.594
H -2.631 -0.780 0.990 0.204
C -2.025 -0.142 0.326 0.010
I 3.489 -1.467 -0.184 0.222

15
Properties=species:S:1:pos:R:3:nbo_charge:R:1 method="wB97M-V/def2-TZVPD" e_tot_ev=-5792.712 lumo_energy_ev=-3.78 total_charge=+1 homo_energy_ev=-14.9986 gap_ev=11.2 relative_energy_ev=1.146 smiles="C=C([NH3+])CC"
H 0.959 -0.347 -1.843 0.218
H -0.632 1.618 -0.159 0.217
H -0.227 0.816 -2.406 0.228
H 1.680 -1.398 0.162 0.253
H 0.474 -2.169 1.340 0.222
C 0.013 -0.258 0.576 0.155
H -2.045 -0.558 0.590 0.448
H -1.268 -1.072 1.925 0.444
C 0.226 0.963 -0.287 -0.469
H -1.628 0.518 1.814 0.450
C 0.612 0.673 -1.744 -0.601
N -1.326 -0.288 1.265 -0.695
H 1.387 1.362 -2.062 0.239
H 1.057 1.503 0.173 0.254
C 0.718 -1.363 0.654 -0.365

9
Properties=species:S:1:pos:R:3:nbo_charge:R:1 method="wB97M-V/def2-TZVPD" e_tot_ev=-16976.065 lumo_energy_ev=4.10 total_charge=-1 homo_energy_ev=-2.5116 gap_ev=6.6 relative_energy_ev=0.000 smiles=[S-]c1ncc[nH]1
N 0.567 -0.368 -0.627 -0.580
S -1.475 -1.168 -2.113 -0.553
C -0.299 0.396 1.160 -0.119
H 1.148 -0.343 -1.520 0.407
H 1.743 0.732 0.889 0.190
N -1.376 0.014 0.331 -0.548
H -0.375 0.939 2.077 0.170
C 0.858 0.267 0.537 -0.167
C -0.791 -0.469 -0.734 0.199

60
Properties=species:S:1:pos:R:3:nbo_charge:R:1 method="wB97M-V/def2-TZVPD" e_tot_ev=-35047.708 lumo_energy_ev=0.76 total_charge=0 homo_energy_ev=-8.3265 gap_ev=9.1 relative_energy_ev=0.088 smiles=COc1ccc(CN2CCOCCOCCOCCOCCOCC2)cc1
H -1.385 -3.406 -2.097 0.180
O 4.773 -0.564 0.846 -0.534
H 0.890 4.182 -1.026 0.199
H -6.905 -1.409 0.899 0.201
C -3.478 0.353 1.466 -0.273
C -1.965 1.995 0.540 -0.065
O -0.595 -1.116 -1.883 -0.554
H -1.437 0.766 -2.010 0.175
H 0.053 0.369 0.124 0.192
H 4.303 -3.027 0.970 0.195
C -1.665 -1.541 -1.067 -0.103
H 4.928 2.770 0.532 0.169
O 3.200 1.941 -0.216 -0.557
H 4.006 1.765 1.682 0.176
H 6.199 0.804 0.613 0.194
H -4.833 1.796 -1.260 0.225
C -0.628 2.684 0.523 -0.229
H 0.483 -4.273 -1.239 0.168
C -4.103 1.594 -0.492 -0.258
C -5.934 -1.036 1.221 -0.252
O 2.457 -3.301 0.257 -0.534
C 3.600 -1.119 0.286 -0.097
H -0.771 3.769 0.495 0.204
C -0.451 0.286 -1.968 -0.056
H -5.205 -1.853 1.197 0.177
H 1.018 -1.998 -0.476 0.189
H -1.569 0.820 2.283 0.211
C -2.905 2.270 -0.450 -0.177
C 5.180 0.642 0.253 -0.077
H 2.747 -0.450 0.445 0.173
H 3.023 -2.322 1.989 0.159
H -2.599 -1.087 -1.430 0.175
H 3.056 3.993 -0.142 0.168
H -1.525 -1.233 -0.023 0.179
O -1.146 -3.755 -0.071 -0.531
H 0.447 -4.855 0.443 0.189
C -1.777 -3.071 -1.128 -0.082
H -2.677 3.015 -1.197 0.220
H 1.615 2.862 -1.963 0.207
N 0.107 2.311 -0.676 -0.456
C -4.399 0.615 0.460 0.297
C 3.358 -2.479 0.953 -0.066
C 4.322 1.855 0.632 -0.093
C 1.123 -2.830 0.229 -0.106
H 3.730 -1.265 -0.797 0.169
H -0.083 2.435 1.451 0.168
H 5.189 0.552 -0.843 0.175
H 0.069 0.473 -2.910 0.183
H -6.017 -0.652 2.244 0.176
H -2.831 -3.351 -1.049 0.187
H 0.816 -2.497 1.232 0.159
C 2.428 3.100 0.008 -0.084
H 1.414 0.690 -0.958 0.221
H 2.065 3.119 1.047 0.164
C -2.276 1.042 1.495 -0.203
O -5.597 -0.016 0.312 -0.494
C 0.352 0.882 -0.796 -0.274
C 0.234 -4.001 -0.207 -0.070
C 1.243 3.147 -0.977 -0.220
H -3.676 -0.387 2.225 0.215

70
Properties=species:S:1:pos:R:3:mulliken_spin:R:1 method="wB97M-V/def2-TZVPD" multiplicity=6 e_tot_ev=-54991.932 lumo_energy_ev="0.05 / -2.53" total_charge=0 homo_energy_ev="-7.8997 / -7.9947" gap_ev="7.9 / 5.5" relative_energy_ev=0.562 s_squared=8.769
C -2.787 0.091 4.121 0.005
H 3.846 0.013 -0.343 0.003
C 3.314 -6.855 -0.275 -0.010
N -0.978 2.662 -1.066 0.017
H 4.315 -0.460 -3.285 0.000
H -0.367 -3.895 -3.308 0.001
N -1.685 -0.125 1.765 0.023
C 2.668 -1.523 -4.132 0.000
H 4.485 -3.801 0.181 -0.012
H 0.461 -4.684 -1.967 -0.013
C -2.202 -0.032 2.783 0.057
N 1.162 2.973 1.669 -0.006
H 3.511 -9.481 -0.288 0.000
N -1.993 -0.348 -2.410 0.043
H 4.259 -7.252 -0.630 0.000
C 3.166 -5.472 -0.178 -0.072
C 1.938 -4.980 0.270 0.099
H 3.798 -0.408 -5.593 0.000
H 5.169 -0.830 -1.155 0.001
H 5.242 -5.173 -0.628 0.002
H -1.781 1.957 4.611 0.000
C 2.480 -9.224 -0.045 -0.001
H -2.902 -0.915 4.522 0.001
N -2.087 1.012 -2.364 0.004
N 0.938 4.200 1.359 0.020
H -0.927 -4.691 0.457 -0.003
C 2.301 -7.734 0.081 0.025
C 1.309 -2.789 -2.565 -0.087
O 0.833 -0.451 3.234 0.193
H -0.314 -4.761 2.106 0.001
N 2.166 -0.807 1.478 0.612
N 0.471 2.198 0.789 0.161
H 2.977 -2.093 4.106 0.004
N 0.101 4.288 0.291 0.011
C 1.105 -7.206 0.558 -0.006
C 0.900 -5.838 0.668 -0.032
C -0.430 -5.336 1.184 0.025
H 4.264 -1.607 0.148 -0.008
Ir 0.398 0.073 0.892 2.883
Te 1.509 -2.885 0.416 0.677
C 0.139 -3.719 -2.361 0.060
N -1.115 -0.779 -1.586 0.000
H 1.839 -9.624 -0.834 0.002
C 1.603 -2.372 -3.853 0.013
C -1.885 0.953 5.020 0.004
N -0.577 0.307 -0.946 0.121
H 4.062 -0.963 3.272 0.000
C 3.228 -1.487 -1.762 -0.056
H -3.782 0.525 4.018 0.002
C -0.157 3.039 -0.021 -0.013
C -1.222 1.369 -1.443 0.015
H 0.968 -2.713 -4.664 0.000
C 2.130 -2.320 -1.519 0.103
C 3.468 -1.108 -3.083 -0.007
C 4.179 -0.956 -0.717 0.029
H -2.330 1.022 6.010 0.000
H -1.459 3.391 -1.563 -0.001
H 4.158 -4.102 -1.523 -0.001
H 3.122 -1.926 -6.197 0.000
H 0.306 -7.879 0.853 0.002
H 2.071 -0.538 -5.943 0.000
H -0.592 -3.273 -1.685 -0.011
H 2.210 -9.733 0.882 0.002
C 3.094 -1.061 3.761 0.011
C 2.935 -1.072 -5.543 0.000
C 4.326 -4.588 -0.559 0.049
H -1.094 -6.172 1.399 0.002
H -0.891 0.515 5.096 0.001
C 1.978 -0.752 2.817 0.048
H 3.037 -0.404 4.627 0.003